Run A
Computed, not measured: a cluster of 3 separate species, C6H14O3 in total, with ωB97M-V/def2-TZVPD.

XYZ file:
```
23
Properties=species:S:1:pos:R:3
O 2.394 -1.983 -2.459
O 2.634 -1.365 1.604
O -1.884 3.099 -0.367
C -2.257 0.153 0.935
C 0.849 -1.110 -0.935
C -0.858 0.252 0.388
C 1.162 -1.413 -2.209
C -0.472 -0.633 -0.559
C 0.118 1.136 1.057
H -1.646 3.684 -1.114
H 1.739 -1.198 1.954
H 2.398 -1.956 0.884
H -3.089 0.569 0.364
H 1.605 -1.022 -0.168
H -1.300 -1.341 -0.713
H -1.655 2.208 -0.625
H -2.298 0.651 1.906
H 0.803 -1.196 -3.208
H -0.312 1.904 1.717
H -2.518 -0.887 1.190
H 0.747 0.565 1.752
H 3.069 -1.817 -1.795
H 0.772 1.700 0.401
```

HOMO-LUMO gap	9.020	eV

---

Run B
Computed, not measured: a cluster of 3 separate species, C6H14O3 in total, with ωB97M-V/def2-TZVPD.

XYZ file:
```
23
Properties=species:S:1:pos:R:3
O 0.005 2.803 -1.809
O -2.255 -2.579 -1.415
O -0.799 -1.309 2.974
C 0.723 -1.582 -1.540
C 0.487 -0.317 -0.754
C 0.537 2.833 -0.726
C 0.678 1.129 1.146
C -0.231 2.184 0.435
C 0.777 -0.257 0.540
H 1.508 3.236 -0.450
H -1.244 -0.474 2.844
H 0.652 -1.514 -2.623
H 1.196 -1.051 1.159
H -1.140 1.709 0.083
H -1.411 -2.888 -1.105
H 1.804 -1.789 -1.430
H 0.525 1.197 2.242
H -1.299 -1.977 2.485
H 1.728 1.508 1.039
H -0.272 2.887 1.279
H 0.120 -2.442 -1.252
H -2.102 -1.678 -1.711
H 0.013 0.371 -1.412
```

HOMO-LUMO gap	10.093	eV

---

Verdict on stability: run A comes out at the bottom.

---

Run A
Computed, not measured: the ion C3H5N2 with charge +1, with ωB97M-V/def2-TZVPD.

XYZ file:
```
10
Properties=species:S:1:pos:R:3
N 0.891 -1.082 0.393
N -0.081 0.691 -0.916
C -0.485 -1.283 0.839
C -0.027 1.925 -0.961
C 0.033 -0.147 0.078
H -1.098 -2.091 0.450
H 1.622 -1.725 0.108
H -0.722 -1.254 1.845
H -0.224 2.484 -1.813
H 0.090 2.484 -0.023
```

HOMO-LUMO gap	10.778	eV
total charge	+1

---

Run B
Computed, not measured: a cluster of 2 separate species, C3H5N2 in total, with ωB97M-V/def2-TZVPD.

XYZ file:
```
10
Properties=species:S:1:pos:R:3
N -2.682 1.151 0.674
N -1.632 1.148 0.359
C -0.425 1.137 -0.197
C 0.208 -0.147 -0.565
C -0.334 -1.211 0.049
H 0.948 -0.174 -1.252
H 0.011 -2.147 -0.207
H 0.327 2.219 0.909
H -0.228 1.852 -1.031
H -0.998 -1.347 0.974
```

HOMO-LUMO gap	8.532	eV
total charge	+1

---

Verdict on stability: run B comes out at the bottom.

---

Run A
Computed, not measured: a structure of composition C5H10NOS, with ωB97M-V/def2-TZVPD.

XYZ file:
```
18
Properties=species:S:1:pos:R:3
S -0.487 -1.190 -0.142
O -3.828 -0.851 1.883
N -1.741 -0.848 0.936
C -3.030 -0.770 0.868
C 0.893 0.301 -1.381
C 0.700 0.253 0.149
C -0.551 -0.200 -1.699
C 1.942 -0.127 0.998
H 2.557 -0.830 0.375
H 1.556 -0.651 1.865
H -1.324 0.509 -1.550
H 1.558 -0.570 -1.604
H -3.482 -0.707 -0.138
H 0.119 1.057 0.578
H 2.274 0.888 1.254
H -0.566 -0.833 -2.664
H -3.569 -0.914 2.791
H 1.247 1.309 -1.793
```

HOMO-LUMO gap	10.854	eV
total charge	+1

---

Run B
Computed, not measured: the ion C5H10NOS with charge +1, with ωB97M-V/def2-TZVPD.

XYZ file:
```
18
Properties=species:S:1:pos:R:3
S -1.085 -3.467 0.165
O -1.499 0.238 0.322
N 1.423 0.177 -0.300
C -1.028 -0.686 -0.612
C 1.569 1.416 -0.890
C 0.461 -0.749 -0.984
C -1.327 -2.050 -0.234
C -1.960 -0.582 -1.841
H -1.588 -1.310 -2.479
H -2.202 0.954 -0.101
H 0.925 -1.783 -0.806
H 1.013 2.275 -0.425
H -2.960 -0.712 -1.620
H 1.554 -0.031 0.710
H -1.763 0.449 -2.318
H 2.606 1.908 -0.613
H 1.440 1.464 -1.974
H 0.598 -0.451 -2.042
```

HOMO-LUMO gap	6.007	eV
total charge	+1

---

Run C
Computed, not measured: a structure of composition C5H10NOS, with ωB97M-V/def2-TZVPD.

XYZ file:
```
18
Properties=species:S:1:pos:R:3
S 0.293 0.124 1.350
O -1.042 0.779 2.036
N 2.994 -0.404 -0.279
C 3.597 -0.816 -1.161
C -0.704 0.887 -0.653
C -0.541 -0.546 -0.066
C 0.458 1.490 0.124
C -1.724 -1.500 0.087
H -0.641 0.944 -1.788
H 0.170 -1.142 -0.588
H 1.433 1.549 -0.426
H -1.025 0.809 3.080
H -2.210 -1.405 -0.867
H 0.360 2.384 0.547
H 4.156 -0.872 -2.119
H -1.398 -2.416 0.311
H -2.473 -1.094 0.653
H -1.704 1.230 -0.240
```

HOMO-LUMO gap	11.542	eV
total charge	+1

---

Verdict on stability: run B comes out at the bottom.

---

Run A
Computed, not measured: a cluster of 8 separate species, H13O6S in total, with ωB97M-V/def2-TZVPD.

XYZ file:
```
20
Properties=species:S:1:pos:R:3
S 1.341 -4.251 -1.358
O 1.388 2.575 -0.275
O -2.490 2.697 1.474
O -1.613 2.205 -1.175
O 0.234 1.870 2.496
O 0.372 -1.294 -1.449
O -0.156 -0.617 1.285
H 0.773 -2.152 -1.109
H -1.720 1.292 -1.465
H -3.147 1.999 1.364
H -0.523 -1.301 1.873
H -0.654 2.322 -1.169
H 0.952 2.597 0.594
H 1.791 3.428 -0.450
H 0.398 -1.442 -2.398
H -2.291 2.737 0.510
H 0.309 -1.164 0.635
H -0.608 2.274 2.243
H 0.161 1.040 1.984
H 0.685 -3.215 0.268
```

HOMO-LUMO gap	6.769	eV
total charge	-1

---

Run B
Computed, not measured: a cluster of 7 separate species, H13O6S in total, with ωB97M-V/def2-TZVPD.

XYZ file:
```
20
Properties=species:S:1:pos:R:3
S -2.120 0.526 -0.397
O -4.802 -1.321 -0.867
O 6.750 -2.547 -0.627
O -2.170 2.595 2.220
O 0.894 -0.650 -0.007
O 1.164 -0.454 2.922
O 0.706 1.226 -2.747
H 1.305 0.221 0.044
H -2.415 1.746 1.819
H 0.355 -0.556 2.400
H -2.599 1.539 -1.141
H -5.283 -1.179 -0.050
H 0.313 1.635 -3.525
H 0.006 -0.419 -0.347
H 1.787 -0.697 2.226
H -0.068 1.214 -2.159
H -3.891 -1.004 -0.705
H 6.585 -2.809 0.286
H -2.374 3.241 1.553
H 5.858 -2.306 -0.897
```

HOMO-LUMO gap	7.160	eV
total charge	-1

---

Verdict on stability: run A comes out at the bottom.

---

Run A
Computed, not measured: an isolated molecule of C3H5FO, with ωB97M-V/def2-TZVPD.

XYZ file:
```
10
Properties=species:S:1:pos:R:3
F 0.745 -1.548 -0.233
O -2.403 -0.863 -0.278
C -1.345 -0.146 0.186
C -0.177 0.712 -0.335
C 1.049 -0.257 0.006
H 1.117 -0.298 1.127
H 0.078 0.867 -1.360
H -1.111 -0.333 1.196
H 1.980 0.179 -0.517
H 0.066 1.687 0.209
```

HOMO-LUMO gap	10.432	eV

---

Run B
Computed, not measured: an isolated molecule of C3H5FO, with ωB97M-V/def2-TZVPD.

XYZ file:
```
10
Properties=species:S:1:pos:R:3
F 0.992 0.363 -1.556
O -0.115 0.680 1.655
C -1.103 -0.791 0.010
C 1.098 0.644 -0.275
C -0.087 0.171 0.546
H -1.025 -0.745 -1.117
H -0.850 -1.813 0.363
H 2.014 0.213 0.166
H -2.127 -0.467 0.256
H 1.203 1.744 -0.048
```

HOMO-LUMO gap	10.875	eV

---

Run C
Computed, not measured: an isolated molecule of C3H5FO, with ωB97M-V/def2-TZVPD.

XYZ file:
```
10
Properties=species:S:1:pos:R:3
F 1.535 1.017 -0.004
O 1.147 -1.254 -0.014
C -0.587 0.343 0.880
C 0.602 0.071 0.063
C -0.764 0.184 -0.614
H -1.180 -0.729 -0.949
H 1.805 -1.293 -0.647
H -0.622 1.341 1.320
H -1.070 0.881 -1.384
H -0.867 -0.561 1.349
```

HOMO-LUMO gap	10.694	eV

---

Verdict on stability: run A comes out at the bottom.

---

Run A
Computed, not measured: an isolated molecule of C3H5FO, with ωB97M-V/def2-TZVPD.

XYZ file:
```
10
Properties=species:S:1:pos:R:3
F -3.630 0.426 -0.384
O -1.497 -0.139 -0.216
C -2.693 -0.291 0.381
C 0.935 -0.412 -0.042
C -0.406 -0.341 0.487
H -2.946 -0.314 1.349
H -0.652 -0.555 1.610
H 0.769 -0.230 -1.106
H 1.443 -1.360 0.041
H 1.658 0.368 0.395
```

HOMO-LUMO gap (alpha / beta)	8.982 / 7.939	eV

---

Run B
Computed, not measured: a cluster of 2 separate species, C3H5FO in total, with ωB97M-V/def2-TZVPD.

XYZ file:
```
10
Properties=species:S:1:pos:R:3
F -1.043 0.489 -1.576
O -0.378 0.162 2.253
C -1.013 -0.217 1.369
C -0.255 -0.323 -0.924
C 1.040 0.263 -0.506
H 1.750 0.435 -1.217
H 0.949 1.158 0.172
H -2.093 -0.143 1.295
H 1.518 -0.476 0.101
H -0.476 -1.347 -0.968
```

HOMO-LUMO gap (alpha / beta)	8.314 / 8.422	eV

---

Run C
Computed, not measured: a structure of composition C3H5FO, with ωB97M-V/def2-TZVPD.

XYZ file:
```
10
Properties=species:S:1:pos:R:3
F 2.624 0.772 1.543
O 1.506 -0.016 1.712
C -0.923 -0.531 0.549
C 0.297 0.208 0.335
C 0.952 0.843 -0.599
H -1.471 -0.419 -0.351
H 1.942 1.290 -0.422
H -1.543 -0.306 1.434
H -0.677 -1.625 0.561
H 0.442 1.239 -1.464
```

HOMO-LUMO gap	10.622	eV

---

Run D
Computed, not measured: an isolated molecule of C3H5FO, with ωB97M-V/def2-TZVPD.

XYZ file:
```
10
Properties=species:S:1:pos:R:3
F 1.441 -0.926 -0.523
O -1.032 1.912 -0.439
C -0.561 0.824 -0.374
C 0.550 -1.175 0.526
C -0.656 -0.216 0.701
H 0.228 0.631 -1.097
H -0.537 0.020 1.768
H -1.564 -0.839 0.491
H 0.079 -2.198 0.437
H 1.079 -1.170 1.501
```

HOMO-LUMO gap	10.700	eV

---

Verdict on stability: run C comes out at the bottom.

---

Run A
Computed, not measured: a cluster of 2 separate species, C2H2Br2S2 in total, with ωB97M-V/def2-TZVPD.

XYZ file:
```
8
Properties=species:S:1:pos:R:3
Br -1.530 1.482 0.517
Br 3.256 -0.336 0.628
S -1.143 -1.374 -0.783
S 1.432 1.890 -0.812
C 1.844 0.500 -0.109
C -1.172 -0.420 0.688
H -0.798 -1.071 1.486
H -1.889 -0.671 -1.615
```

HOMO-LUMO gap (alpha / beta)	7.163 / 6.864	eV

---

Run B
Computed, not measured: a structure of composition C2H2Br2S2, with ωB97M-V/def2-TZVPD.

XYZ file:
```
8
Properties=species:S:1:pos:R:3
Br 1.992 -1.013 1.196
Br -2.075 -0.406 1.133
S 1.121 0.891 -1.329
S -0.964 1.047 -1.358
C -0.621 -0.353 -0.177
C 0.679 0.185 0.318
H -0.652 -1.330 -0.794
H 0.521 0.981 1.011
```

HOMO-LUMO gap	8.840	eV

---

Verdict on stability: run A comes out at the bottom.